Formula: C20H48F6N4O11S2
Source: OMol25
Level of theory: ωB97M-V with the def2-TZVPD basis set

XYZ file:
```
91
Properties=species:S:1:pos:R:3
O 0.383 1.734 0.541
H 0.184 1.369 1.406
H 0.003 2.606 0.419
H 0.195 1.085 -0.141
C -1.366 -1.714 2.691
F -0.633 -1.823 1.578
F -2.591 -1.924 2.385
F -1.021 -2.658 3.653
S -1.357 0.086 3.339
O -2.471 0.747 2.644
O -1.562 0.088 4.787
N 0.170 0.707 2.775
S 1.135 0.528 3.882
O 1.167 1.617 4.893
O 1.093 -0.816 4.536
C 2.806 0.577 2.897
F 2.811 1.751 2.276
F 3.884 0.546 3.670
F 2.683 -0.492 2.076
C -1.901 -5.969 -3.063
O -0.633 -5.943 -2.456
C 0.431 -5.260 -3.080
C 1.730 -5.512 -2.157
N 1.589 -4.735 -0.915
C 2.819 -4.807 -0.163
C 2.758 -4.106 1.116
O 2.660 -4.995 2.201
C 2.193 -4.395 3.403
H -2.087 -6.766 -3.784
H -2.202 -4.987 -3.427
H -2.646 -6.041 -2.271
H 0.251 -4.220 -3.352
H 0.461 -5.806 -4.023
H 2.703 -5.235 -2.563
H 1.882 -6.582 -2.014
H 0.786 -5.028 -0.378
H 3.712 -4.521 -0.720
H 3.226 -5.803 0.008
H 1.911 -3.422 1.064
H 3.724 -3.606 1.194
H 1.208 -3.986 3.178
H 2.740 -3.498 3.695
H 2.105 -5.118 4.214
C 3.365 1.347 -2.036
O 2.279 0.777 -1.248
C 1.722 -0.340 -1.927
C 0.416 -0.808 -1.131
N -0.756 -0.002 -1.101
C -1.199 0.420 -2.433
C -2.632 1.040 -2.376
O -3.492 0.127 -1.727
C -4.622 0.667 -0.980
H 2.873 2.166 -2.561
H 3.865 0.638 -2.696
H 4.155 1.782 -1.423
H 2.411 -1.184 -1.927
H 1.516 -0.210 -2.989
H 0.606 -1.050 -0.085
H 0.104 -1.758 -1.563
H -1.460 -0.545 -0.622
H -1.284 -0.503 -3.007
H -0.428 1.023 -2.912
H -3.002 1.232 -3.383
H -2.640 2.042 -1.947
H -4.264 1.099 -0.045
H -5.324 -0.126 -0.723
H -5.171 1.462 -1.485
C 0.315 3.465 -3.353
O 0.438 3.605 -1.991
C 0.730 4.930 -1.589
C 0.794 4.912 -0.004
N -0.513 4.515 0.590
C -0.510 4.561 2.068
C -1.939 4.229 2.619
O -2.802 5.087 1.966
C -4.185 4.691 2.169
H -0.743 3.413 -3.610
H 0.790 2.524 -3.632
H 0.814 4.310 -3.826
H -0.168 5.427 -1.956
H 1.660 5.403 -1.904
H 1.059 5.898 0.377
H 1.530 4.193 0.357
H -1.205 5.206 0.341
H -0.322 5.573 2.427
H 0.242 3.885 2.473
H -1.993 4.547 3.660
H -2.084 3.157 2.486
H -4.994 5.231 1.677
H -4.644 4.604 3.154
H -4.244 3.663 1.812
```

Output
Highest occupied orbital energy in eV: -8.8
Relative energy (zero: lowest compared OMol25 entry of this formula, charge and spin) in eV: 2.808
Electronic energy in eV: -87967.551
Frontier orbital gap in eV: 9.10
LUMO energy in eV: 0.3
Net charge: 0

Formula: C20H48F6N4O11S2
Source: OMol25
Level of theory: ωB97M-V with the def2-TZVPD basis set

XYZ file:
```
91
Properties=species:S:1:pos:R:3
O -21.672 24.330 -12.248
H -21.083 24.792 -12.998
H -21.839 23.392 -12.556
H -21.105 24.371 -11.429
C -22.294 25.519 -16.275
F -23.177 26.269 -16.881
F -22.904 24.506 -15.661
F -21.410 25.043 -17.124
S -21.365 26.571 -14.985
O -20.700 27.590 -15.732
O -22.373 27.004 -14.062
N -20.356 25.397 -14.281
S -18.946 26.064 -14.175
O -18.271 26.055 -15.463
O -18.883 27.228 -13.303
C -17.951 24.824 -13.070
F -17.019 25.454 -12.398
F -18.767 24.206 -12.211
F -17.367 23.909 -13.829
C -23.377 28.190 -10.655
O -22.111 28.287 -9.994
C -21.070 27.721 -10.770
C -20.124 26.840 -9.949
N -20.756 25.510 -9.775
C -19.959 24.746 -8.809
C -20.456 23.337 -8.572
O -20.402 22.654 -9.836
C -20.864 21.333 -9.726
H -24.118 28.664 -10.022
H -23.563 27.141 -10.901
H -23.314 28.685 -11.629
H -20.568 28.578 -11.227
H -21.388 27.146 -11.645
H -19.883 27.316 -8.994
H -19.158 26.748 -10.443
H -21.629 25.681 -9.277
H -19.872 25.211 -7.821
H -18.978 24.578 -9.259
H -21.459 23.266 -8.138
H -19.715 22.802 -7.970
H -21.961 21.367 -9.614
H -20.479 20.726 -8.904
H -20.790 20.772 -10.659
C -24.908 25.315 -12.787
O -25.841 24.926 -13.782
C -26.119 25.975 -14.706
C -27.518 25.862 -15.301
N -27.696 26.700 -16.452
C -26.961 26.309 -17.639
C -27.438 27.062 -18.865
O -28.874 27.036 -18.865
C -29.374 27.628 -20.045
H -25.222 26.280 -12.367
H -23.959 25.559 -13.277
H -24.885 24.576 -11.989
H -25.284 25.862 -15.416
H -25.834 26.997 -14.417
H -28.250 26.121 -14.533
H -27.735 24.795 -15.473
H -28.665 26.891 -16.656
H -27.046 25.214 -17.765
H -25.908 26.415 -17.379
H -26.931 26.800 -19.794
H -27.272 28.130 -18.673
H -30.439 27.823 -19.936
H -29.214 26.973 -20.905
H -28.915 28.596 -20.271
C -25.153 20.866 -9.612
O -24.344 20.625 -10.779
C -24.364 21.779 -11.583
C -23.696 21.590 -12.942
N -22.242 21.544 -12.885
C -21.611 21.650 -14.212
C -20.100 21.670 -14.088
O -19.685 20.314 -13.896
C -18.280 20.155 -13.716
H -26.164 20.620 -9.922
H -24.899 21.847 -9.201
H -24.825 20.256 -8.767
H -23.796 22.581 -11.089
H -25.381 22.117 -11.811
H -24.058 22.397 -13.582
H -24.103 20.644 -13.330
H -21.982 20.708 -12.376
H -21.847 22.637 -14.608
H -22.008 20.902 -14.901
H -19.735 22.233 -13.229
H -19.743 21.983 -15.074
H -18.131 20.366 -12.654
H -17.654 20.760 -14.377
H -18.042 19.121 -13.963
```

Output
Highest occupied orbital energy in eV: -8.5
Relative energy (zero: lowest compared OMol25 entry of this formula, charge and spin) in eV: 0.000
Electronic energy in eV: -87970.359
Frontier orbital gap in eV: 8.90
LUMO energy in eV: 0.4
Net charge: 0

Formula: C20H48N2P
Source: OMol25
Level of theory: ωB97M-V with the def2-TZVPD basis set

XYZ file:
```
71
Properties=species:S:1:pos:R:3
C -1.500 6.192 4.613
C -2.914 5.556 4.418
C -2.888 4.043 4.044
C -2.579 3.781 2.517
C -3.790 3.148 1.742
C -3.582 1.617 1.467
C -2.586 1.340 0.295
C -3.102 1.884 -1.087
C -2.627 0.987 -2.298
C -1.342 1.575 -2.983
C -0.599 0.528 -3.888
C 0.382 -0.361 -3.012
C 1.806 -0.529 -3.659
C 2.190 -2.002 -4.021
C 2.967 -2.756 -2.879
C 1.968 -3.376 -1.821
P 2.612 -3.343 0.005
C 2.722 -5.261 0.072
C 3.717 -5.854 1.153
N 4.948 -5.088 1.380
C 2.517 -1.408 0.072
N 1.143 -0.865 0.183
C 0.688 -0.731 1.580
H -0.896 5.577 5.311
H -1.006 6.321 3.630
H -1.591 7.200 5.068
H -3.439 5.630 5.403
H -3.528 6.176 3.724
H -2.070 3.579 4.641
H -3.847 3.570 4.352
H -1.657 3.166 2.459
H -2.377 4.772 2.049
H -4.680 3.245 2.411
H -4.047 3.702 0.815
H -3.152 1.151 2.382
H -4.572 1.167 1.251
H -2.474 0.235 0.196
H -1.568 1.738 0.500
H -2.816 2.944 -1.261
H -4.215 1.838 -1.059
H -3.447 1.044 -3.046
H -2.475 -0.057 -1.954
H -1.673 2.397 -3.658
H -0.694 1.966 -2.173
H -1.348 -0.122 -4.397
H -0.066 1.107 -4.671
H 0.530 0.205 -2.066
H -0.147 -1.318 -2.840
H 2.551 -0.011 -3.026
H 1.777 0.034 -4.626
H 2.904 -1.933 -4.883
H 1.327 -2.590 -4.402
H 3.466 -3.623 -3.383
H 3.782 -2.153 -2.436
H 1.008 -2.812 -1.917
H 1.736 -4.409 -2.177
H 4.009 -3.267 -0.418
H 2.975 -3.315 1.422
H 1.201 -3.409 0.437
H 1.698 -5.622 0.360
H 2.959 -5.754 -0.899
H 3.209 -6.048 2.123
H 4.047 -6.852 0.766
H 5.427 -4.865 0.522
H 4.796 -4.279 1.962
H 3.064 -1.054 0.983
H 3.014 -0.911 -0.797
H 0.458 -1.450 -0.288
H 1.447 -0.144 2.133
H 0.490 -1.734 2.016
H -0.245 -0.112 1.566
```

Output
Highest occupied orbital energy in eV: -3.1
Electronic energy in eV: -33784.001
Frontier orbital gap in eV: 5.69
LUMO energy in eV: 2.6
Net charge: -1

Formula: C20H49BGeN5O5Rb
Source: OMol25
Level of theory: ωB97M-V with the def2-TZVPD basis set

XYZ file:
```
82
Properties=species:S:1:pos:R:3
Rb -0.042 0.449 -0.236
C -1.159 3.511 -0.201
C -0.166 3.717 -1.350
C 1.184 4.187 -0.798
C -0.727 4.764 -2.319
O 0.084 2.492 -2.026
Ge -0.957 1.593 -3.259
O 0.128 0.093 -3.417
C 1.346 -0.042 -4.119
C 1.581 -1.549 -4.276
C 2.492 0.594 -3.327
C 1.260 0.606 -5.505
O -2.137 0.839 -2.008
C -3.138 -0.128 -2.246
C -3.882 0.160 -3.555
C -2.516 -1.530 -2.303
C -4.115 -0.036 -1.068
H -1.391 4.457 0.285
H -2.082 3.074 -0.589
H -0.745 2.829 0.542
H 1.053 5.054 -0.152
H 1.646 3.379 -0.226
H 1.855 4.449 -1.619
H -0.826 5.730 -1.826
H -0.063 4.869 -3.181
H -1.714 4.445 -2.672
H 1.670 -2.006 -3.289
H 0.731 -2.002 -4.791
H 2.487 -1.748 -4.848
H 2.522 0.194 -2.312
H 3.449 0.398 -3.810
H 2.339 1.671 -3.243
H 0.454 0.151 -6.088
H 1.053 1.676 -5.401
H 2.198 0.482 -6.045
H -3.201 0.030 -4.403
H -4.732 -0.510 -3.677
H -4.239 1.192 -3.552
H -1.754 -1.557 -3.085
H -2.038 -1.760 -1.347
H -3.277 -2.283 -2.509
H -4.600 0.941 -1.063
H -4.877 -0.813 -1.135
H -3.571 -0.142 -0.127
C 3.230 -2.135 1.497
N 1.895 -2.471 1.030
C 1.880 -2.580 -0.414
C 1.402 -3.667 1.676
C -0.048 -3.993 1.318
N -0.926 -2.833 1.322
C -0.922 -2.146 2.608
C -2.276 -3.239 0.974
H 3.967 -2.923 1.256
H 3.220 -2.005 2.581
H 3.558 -1.201 1.042
H 2.530 -3.395 -0.784
H 2.245 -1.636 -0.824
H 0.858 -2.746 -0.762
H 1.480 -3.514 2.755
H 2.023 -4.550 1.429
H -0.400 -4.761 2.032
H -0.093 -4.442 0.321
H -1.238 -2.813 3.429
H -1.597 -1.293 2.568
H 0.076 -1.764 2.818
H -2.693 -3.961 1.699
H -2.283 -3.705 -0.014
H -2.925 -2.362 0.954
N 2.075 1.257 3.415
N 3.223 1.676 2.700
C 3.395 1.297 1.304
O 4.571 1.316 0.908
O 2.330 1.054 0.682
H 1.263 1.545 2.890
H 2.032 0.241 3.482
H 4.069 1.527 3.222
B -3.785 1.818 3.869
C -2.672 1.305 2.889
N -1.851 0.917 2.170
H -3.963 1.008 4.758
H -4.810 1.943 3.225
H -3.389 2.858 4.357
```

Output
Highest occupied orbital energy (alpha / beta) in eV: -4.9 / -4.9
Multiplicity: 2
Relative energy (zero: lowest compared OMol25 entry of this formula, charge and spin) in eV: 1.200
Electronic energy in eV: -97073.577
Frontier orbital gap (alpha / beta) in eV: 6.64 / 3.99
LUMO energy (alpha / beta) in eV: 1.7 / -1.0
Net charge: -1

Formula: C20H49InN3
Source: OMol25
Level of theory: ωB97M-V with the def2-TZVPD basis set

XYZ file:
```
73
Properties=species:S:1:pos:R:3
C -2.294 2.235 -6.317
C -3.718 2.170 -6.249
In -5.968 2.691 -6.263
H -1.144 2.554 -6.298
H -6.803 1.469 -5.248
H -6.311 4.331 -5.600
H -6.561 2.677 -7.958
C 2.542 0.912 -1.669
C 1.577 1.874 -0.982
N 1.058 2.923 -1.864
C 0.375 4.003 -1.143
C -0.902 3.650 -0.389
C 0.394 2.472 -3.089
C -0.805 1.540 -2.942
H 3.368 1.452 -2.144
H 2.971 0.226 -0.931
H 2.041 0.302 -2.427
H 2.133 2.346 -0.161
H 0.769 1.297 -0.521
H 0.159 4.824 -1.839
H 1.085 4.429 -0.423
H -1.743 3.500 -1.069
H -1.176 4.478 0.276
H -0.788 2.758 0.233
H 1.138 1.969 -3.718
H 0.090 3.344 -3.682
H -0.626 0.735 -2.225
H -1.023 1.070 -3.908
H -1.704 2.082 -2.643
C -5.529 -2.025 -0.754
C -4.039 -1.700 -0.680
N -3.655 -0.961 0.526
C -2.301 -0.401 0.455
C -1.136 -1.380 0.375
C -4.011 -1.575 1.806
C -3.478 -2.975 2.092
H -6.137 -1.120 -0.654
H -5.762 -2.479 -1.724
H -5.831 -2.738 0.019
H -3.806 -1.087 -1.560
H -3.469 -2.628 -0.784
H -2.140 0.270 1.310
H -2.252 0.255 -0.424
H -0.945 -1.859 1.338
H -0.220 -0.840 0.103
H -1.292 -2.156 -0.380
H -5.105 -1.608 1.878
H -3.711 -0.911 2.627
H -3.592 -3.651 1.241
H -4.032 -3.414 2.930
H -2.426 -2.955 2.384
C 2.271 -1.772 1.834
C 3.761 -1.447 1.909
N 4.145 -0.708 3.114
C 5.499 -0.148 3.044
C 6.664 -1.127 2.964
C 3.789 -1.322 4.394
C 4.322 -2.722 4.681
H 1.663 -0.867 1.934
H 2.038 -2.226 0.865
H 1.969 -2.485 2.607
H 3.994 -0.834 1.028
H 4.331 -2.375 1.804
H 5.660 0.522 3.898
H 5.548 0.508 2.165
H 6.855 -1.606 3.926
H 7.580 -0.587 2.691
H 6.508 -1.903 2.208
H 2.695 -1.355 4.466
H 4.089 -0.658 5.215
H 4.208 -3.398 3.829
H 3.768 -3.161 5.519
H 5.374 -2.702 4.973
```

Output
Highest occupied orbital energy in eV: -4.8
Electronic energy in eV: -31173.512
Frontier orbital gap in eV: 6.92
LUMO energy in eV: 2.1
Net charge: -1

Formula: C20H49N3O5PS
Source: OMol25
Level of theory: ωB97M-V with the def2-TZVPD basis set

XYZ file:
```
79
Properties=species:S:1:pos:R:3
C 0.622 2.354 2.534
C -0.288 2.131 1.326
C -1.327 3.253 1.208
C -0.801 0.692 1.089
C -1.440 -0.303 2.081
C -0.688 -0.501 3.405
C 0.755 -1.053 3.289
N 0.908 -2.496 3.327
C -1.577 -1.652 1.331
C -2.230 -1.608 -0.071
N -1.309 -1.416 -1.177
O -2.182 -2.609 2.187
C -3.531 -2.316 2.450
C -3.740 -0.915 3.050
P -5.553 -0.540 2.935
S -6.667 -1.755 3.889
N -2.892 0.156 2.401
C -2.965 1.444 3.181
H 0.071 2.424 3.477
H 1.373 1.569 2.632
H 1.154 3.299 2.411
H 0.364 2.251 0.459
H -1.713 3.591 2.172
H -0.871 4.127 0.742
H -2.178 2.972 0.577
H -1.464 0.751 0.216
H 0.074 0.139 0.737
H -0.658 0.439 3.953
H -1.252 -1.209 4.019
H 1.326 -0.609 4.109
H 1.235 -0.694 2.375
H 0.216 -2.970 3.893
H 0.938 -2.940 2.420
H -0.552 -1.995 1.192
H -3.006 -0.826 -0.132
H -2.759 -2.553 -0.200
H -0.511 -0.852 -0.916
H -0.950 -2.287 -1.550
H -3.886 -3.039 3.181
H -4.145 -2.436 1.546
H -3.483 -0.912 4.110
H -5.592 0.829 3.260
H -5.661 -0.447 1.528
H -3.299 0.339 1.479
H -1.961 1.827 3.321
H -3.555 2.168 2.627
H -3.417 1.248 4.150
C 0.764 -3.403 -5.849
O 0.329 -2.059 -5.926
C -0.284 -1.580 -4.747
C 0.649 -0.710 -3.932
O 1.743 -1.433 -3.395
C 2.949 -1.278 -4.126
H 1.319 -3.611 -6.761
H 1.412 -3.571 -4.984
H -0.089 -4.089 -5.791
H -0.638 -2.418 -4.133
H -1.156 -0.986 -5.035
H 0.088 -0.293 -3.089
H 1.000 0.124 -4.550
H 3.336 -0.258 -4.030
H 2.808 -1.503 -5.185
H 3.672 -1.971 -3.700
C 2.043 1.177 -1.507
O 2.544 2.054 -0.517
C 3.755 1.607 0.080
C 4.970 2.266 -0.538
O 5.119 1.903 -1.896
C 4.751 2.920 -2.810
H 1.235 1.695 -2.024
H 2.809 0.895 -2.231
H 1.647 0.255 -1.056
H 3.842 0.519 -0.021
H 3.713 1.851 1.145
H 5.860 1.936 0.006
H 4.894 3.353 -0.433
H 5.446 3.763 -2.763
H 3.738 3.287 -2.620
H 4.796 2.483 -3.806
```

Output
Highest occupied orbital energy in eV: -11.2
Electronic energy in eV: -56357.134
Frontier orbital gap in eV: 8.46
LUMO energy in eV: -2.7
Net charge: +1